ORCA calculation (ωB97M-V/def2-TZVPD) on a cluster of 11 separate species, H22O11 in total.

```
33
Properties=species:S:1:pos:R:3:forces:R:3
O 21.66114 -10.83050 -3.40358 -0.09 -0.13 0.16
H 22.30233 -11.45727 -3.04804 0.08 0.03 -0.20
H 20.83008 -11.03435 -2.95694 -0.01 0.12 -0.07
O 20.81563 -6.82491 -8.31927 -0.51 0.36 0.03
H 21.38644 -6.48677 -7.60592 0.05 -0.26 0.16
H 20.22651 -6.09124 -8.52818 0.18 0.07 -0.07
O 18.77281 -8.80375 -7.54262 -0.15 0.16 -0.16
H 18.30726 -9.08913 -8.33756 0.09 -0.10 0.06
H 18.96313 -7.86622 -7.68245 0.30 -0.09 0.02
O 21.89889 -8.02340 -3.68545 0.02 -0.28 0.01
H 22.16030 -7.78647 -2.79066 -0.02 0.03 -0.05
H 21.93120 -8.99592 -3.71149 0.02 0.14 0.28
O 22.14367 -8.86690 -9.85605 -0.05 -0.17 -0.17
H 22.19671 -9.33977 -9.01825 -0.04 -0.01 -0.05
H 21.34315 -8.33399 -9.78130 0.26 0.07 0.22
O 23.54131 -12.13875 -5.63749 0.04 0.17 0.35
H 23.50541 -11.17637 -5.69232 -0.06 -0.03 -0.14
H 24.48077 -12.34768 -5.61992 -0.03 -0.05 -0.11
O 17.49113 -10.28438 -5.49861 0.20 0.11 0.06
H 18.21886 -10.87956 -5.26690 -0.10 -0.05 -0.13
H 17.89399 -9.67131 -6.13504 -0.16 -0.12 0.17
O 22.21741 -6.40879 -5.88049 -0.03 -0.11 0.06
H 22.62942 -5.64560 -5.46700 0.01 -0.02 -0.03
H 22.10982 -7.06755 -5.16008 0.04 0.37 -0.25
O 21.20780 -10.04711 -6.46360 0.17 0.22 0.16
H 21.19962 -9.79575 -5.53460 -0.07 -0.14 -0.03
H 20.53727 -9.47580 -6.87165 -0.09 -0.18 -0.16
O 21.57632 -12.49827 -8.06417 0.01 -0.12 -0.09
H 21.75173 -11.84876 -7.37159 -0.11 -0.01 -0.03
H 20.66047 -12.75657 -7.92504 -0.01 0.07 0.03
O 19.46940 -12.42174 -5.07579 0.02 -0.07 0.30
H 19.07082 -13.01936 -4.43297 -0.01 -0.06 -0.13
H 20.41666 -12.44107 -4.89012 0.03 0.09 -0.21
```
Forces are in eV/Å.

Energy relative to the best compared isomer or geometry (same formula, charge and spin) = 0.9853 eV
E_tot = -22880.529 eV
SMILES string = O.O.O.O.O.O.O.O.O.O.O
Highest occupied orbital energy = -10.24 eV

***

ORCA calculation (ωB97M-V/def2-TZVPD) on a cluster of 11 separate species, H22O11 in total at a distorted geometry.

```
33
Properties=species:S:1:pos:R:3:forces:R:3
O 2.57409 0.63248 1.54433 0.79 -0.40 -1.06
H 3.38609 0.59748 1.02133 0.03 -0.02 0.32
H 1.92509 0.76848 0.83133 0.25 0.28 0.32
O 0.30909 -2.54352 1.17233 -0.43 -0.50 -1.06
H 0.55109 -1.64552 0.89633 0.01 0.00 0.10
H -0.15591 -2.92352 0.39033 0.54 0.41 0.99
O 0.25009 0.18648 0.09833 -1.96 -0.21 2.48
H 0.66809 0.16948 -0.70967 1.84 0.17 -2.83
H -0.60791 -0.19552 -0.14967 -0.08 0.09 0.39
O -2.68391 1.54248 1.29633 -1.73 0.75 -0.37
H -3.66191 1.68348 1.19533 1.35 -0.02 0.41
H -2.55891 0.73648 0.80633 0.28 -0.64 -0.14
O -1.68991 -2.47052 -2.98967 0.25 -0.08 -0.27
H -2.23191 -1.85652 -3.48267 -0.46 -0.09 -0.51
H -1.37091 -1.87752 -2.29767 -0.03 -0.18 0.31
O 0.62609 1.27948 3.07833 -0.08 0.28 1.46
H 1.40309 1.29548 3.67733 -0.76 -0.01 -0.73
H 0.96509 0.85048 2.30033 0.17 -0.05 -0.08
O -2.10091 -0.91652 -0.86267 -1.52 0.78 0.08
H -2.77691 -0.24952 -1.14067 0.84 -0.71 0.23
H -2.63691 -1.67252 -0.56567 0.28 0.20 0.09
O -1.72491 -0.72652 2.88533 -2.12 1.24 -1.37
H -1.31091 -0.12952 2.24533 0.08 -0.02 0.75
H -1.04591 -1.23252 3.24633 1.94 -1.26 0.81
O 1.70909 3.05248 0.09733 1.35 0.74 -0.62
H 0.96509 3.10948 -0.48967 -0.93 0.01 -0.14
H 2.44309 3.34248 -0.49567 -0.59 -0.26 1.04
O 2.60809 1.08048 -1.59767 0.10 -3.06 0.28
H 2.04709 0.43048 -2.07367 0.64 0.25 0.15
H 2.36809 1.87948 -1.98267 -0.56 2.27 -0.98
O 0.60909 -1.04352 -2.47567 1.01 1.10 1.46
H 0.96209 -1.87952 -2.20167 0.56 -0.73 0.54
H 0.18809 -1.27452 -3.26767 -1.07 -0.31 -2.08
```
Forces are in eV/Å.

Energy relative to the best compared isomer or geometry (same formula, charge and spin) = 2.7740 eV
E_tot = -22878.740 eV
SMILES string = O.O.O.O.O.O.O.O.O.O.O
Highest occupied orbital energy = -9.75 eV

***

ORCA calculation (ωB97M-V/def2-TZVPD) on a cluster of 11 separate species, H22O11 in total.

```
33
Properties=species:S:1:pos:R:3:forces:R:3
O 4.92583 -16.19237 -16.92137 0.40 0.02 -0.11
H 5.50781 -16.34495 -16.16896 -0.15 -0.16 -0.04
H 5.49528 -15.82151 -17.61319 -0.23 0.20 -0.06
O 6.89841 -16.72744 -22.99246 0.09 -0.16 0.37
H 6.42895 -16.52899 -22.16902 0.10 0.19 -0.58
H 7.73156 -17.12958 -22.72153 -0.05 0.10 -0.08
O 1.74112 -14.43269 -20.19331 0.02 -0.12 -0.02
H 2.10112 -15.30175 -19.96213 -0.09 0.13 0.13
H 1.43599 -14.06484 -19.35291 0.20 0.04 -0.14
O 3.70068 -11.96721 -20.68433 -0.20 -0.12 0.28
H 2.93226 -12.33588 -20.22460 -0.08 -0.02 -0.21
H 3.33472 -11.30189 -21.27658 0.11 -0.03 0.02
O 3.91186 -14.01304 -15.24856 -0.15 0.27 -0.07
H 4.63299 -14.40249 -14.74728 -0.01 0.07 0.04
H 4.18550 -14.10146 -16.16900 0.02 -0.24 0.09
O 2.90629 -16.87497 -18.80001 -0.07 -0.05 0.16
H 2.26900 -17.50885 -18.45113 0.02 0.04 -0.13
H 3.43726 -16.60565 -18.02602 0.02 -0.05 -0.19
O 7.34554 -12.96223 -17.87007 -0.23 -0.01 0.38
H 7.89744 -13.73126 -18.03759 -0.04 0.04 -0.11
H 6.43826 -13.28014 -18.00370 0.46 0.01 -0.31
O 2.01672 -12.53209 -18.03362 0.09 -0.07 0.25
H 1.67678 -12.91368 -17.21419 0.05 0.12 0.00
H 2.87991 -12.17195 -17.79207 -0.13 0.05 -0.03
O 3.34890 -14.58053 -22.93730 -0.11 0.07 0.03
H 3.60990 -15.32231 -22.38271 0.10 0.02 -0.07
H 2.90782 -13.97090 -22.33152 0.08 -0.12 0.02
O 4.85034 -16.61606 -20.89402 -0.11 -0.26 0.19
H 5.50977 -17.30216 -20.72845 -0.24 -0.08 0.03
H 4.04351 -16.94354 -20.45195 0.20 0.11 0.12
O 5.22499 -14.40336 -19.22027 -0.25 -0.12 0.09
H 5.16090 -15.05641 -19.94298 0.02 0.13 0.09
H 4.57118 -13.72752 -19.44840 0.17 -0.02 -0.17
```
Forces are in eV/Å.

Energy relative to the best compared isomer or geometry (same formula, charge and spin) = 1.1811 eV
E_tot = -22880.333 eV
SMILES string = O.O.O.O.O.O.O.O.O.O.O
Highest occupied orbital energy = -10.55 eV

***

ORCA calculation (ωB97M-V/def2-TZVPD) on a structure of composition H22O11Xe at a distorted geometry.

```
34
Properties=species:S:1:pos:R:3:forces:R:3
Xe -9.16310 -2.90688 -2.30259 0.03 0.04 -0.14
O -6.26118 -1.46929 0.39756 0.78 -0.06 -0.41
H -6.13563 -0.54504 0.61258 0.04 0.16 0.18
H -7.20422 -1.60953 0.48267 -0.77 -0.03 0.30
O -10.82692 -4.05014 0.78243 0.06 1.02 0.85
H -11.74447 -3.95414 0.52726 -0.20 0.07 0.01
H -10.47082 -4.68680 0.16268 -0.19 -0.40 -0.29
O -11.01771 -2.10610 -5.91445 -0.56 -0.25 0.00
H -11.18920 -1.36167 -6.49121 -0.08 0.27 -0.18
H -10.08501 -2.28839 -6.02877 0.58 -0.05 0.23
O -10.21684 -5.95012 -0.88602 0.12 -0.61 -0.07
H -10.49638 -5.88041 -1.79883 -0.15 0.07 -0.32
H -9.27776 -5.76606 -0.90790 0.38 -0.08 -0.09
O -8.32347 0.69734 -1.56457 -0.08 0.01 0.57
H -8.41795 0.43146 -2.47923 -0.35 0.04 -0.72
H -7.43417 0.43339 -1.32855 0.27 -0.13 0.12
O -5.85707 -4.69053 -1.86544 0.19 0.17 0.02
H -5.40054 -5.16312 -2.56148 0.19 -0.38 -0.12
H -6.51342 -5.30952 -1.54563 -0.17 -0.05 0.14
O -5.89844 -2.82427 -3.96651 -0.14 0.29 -0.75
H -5.11723 -3.00188 -4.49034 0.23 0.11 -0.19
H -5.75082 -3.29717 -3.14748 -0.34 -0.08 0.71
O -12.14075 -0.80868 -3.67638 -0.21 0.17 0.55
H -11.82602 -1.41783 -4.34430 0.29 -0.52 -0.53
H -13.07515 -0.71251 -3.86047 -0.21 0.16 0.09
O -8.16572 -1.62267 -5.68488 -0.36 -0.13 -0.45
H -7.48147 -2.05430 -5.17328 0.50 -0.30 0.67
H -7.86982 -1.69679 -6.59218 0.13 0.15 -0.29
O -9.61195 0.30495 -4.25269 0.45 0.41 0.22
H -10.41974 -0.01757 -3.85309 -0.59 0.14 0.22
H -9.29966 -0.42591 -4.78614 0.33 -0.18 -0.25
O -9.04536 -1.44702 0.95943 0.37 0.15 0.14
H -9.39165 -1.00126 0.18638 -0.09 0.41 -0.32
H -9.54638 -2.26096 1.01168 -0.42 -0.58 0.11
```
Forces are in eV/Å.

Energy relative to the best compared isomer or geometry (same formula, charge and spin) = 0.2791 eV
E_tot = -31842.667 eV
Highest occupied orbital energy = -10.54 eV

***

ORCA calculation (ωB97M-V/def2-TZVPD) on a cluster of 11 separate species, H23O11 in total at a distorted geometry.

```
34
Properties=species:S:1:pos:R:3:forces:R:3
O 1.85822 0.06258 -0.95887 0.04 -1.26 -0.42
H 1.56256 -0.90302 -1.48582 0.09 1.28 0.15
H 2.58648 0.31599 -1.54609 0.24 0.37 0.61
O -0.95908 1.81352 2.47830 -0.02 -0.06 0.12
H -1.39116 2.04724 1.63824 -0.17 0.05 0.16
H -1.62469 1.44455 3.08452 -0.04 0.05 -0.41
O 1.34810 -1.72900 -2.55188 -1.03 -0.38 -0.13
H 0.91446 -2.55281 -2.22848 0.50 -0.21 0.04
H 0.53830 -1.36546 -2.97284 0.41 0.35 -0.11
O -1.59186 -1.24262 -2.58836 0.45 -0.37 -0.09
H -1.33724 -0.96652 -1.68514 -0.45 0.27 -0.50
H -2.41887 -0.85244 -2.87975 0.00 0.22 0.28
O -0.33729 -3.89393 -2.01097 -0.53 -0.23 -1.25
H -0.06881 -4.41958 -2.78459 0.64 -0.30 0.56
H -1.19899 -3.63831 -2.38838 -0.06 0.54 0.67
O -0.10497 -1.33906 -0.37217 -1.50 -1.07 0.89
H -0.46137 -2.23759 -0.54305 0.57 0.27 0.04
H -0.57015 -1.13209 0.45446 0.31 0.31 0.00
O 2.62717 -0.68309 1.25531 -0.52 -0.20 -0.56
H 2.14644 -0.20590 0.08905 0.53 0.12 -0.83
O -2.14388 -0.15421 3.95853 0.09 -0.03 0.08
H -1.63638 -0.40611 4.73914 -0.14 -0.09 -0.06
H -2.81491 -0.82955 3.82786 -0.04 -0.01 0.15
O 1.12023 0.39838 3.23850 -0.63 0.02 -0.05
H 1.16309 1.16093 3.82898 0.66 -0.12 0.08
H 0.25151 0.63142 2.82997 0.24 -0.07 -0.23
O 0.92440 4.09349 -2.51130 0.13 -0.59 -0.41
H 1.77021 3.85098 -2.91087 0.16 0.36 0.29
H 0.33309 3.57476 -3.06990 -0.34 0.21 0.12
O -2.23405 2.94967 0.25467 1.15 1.07 -0.54
H -2.35156 3.77819 0.74370 -0.54 -0.24 0.29
H -1.51376 3.27517 -0.33453 -0.55 -0.76 0.16
H 3.55339 -0.47665 1.40461 0.00 0.13 0.34
H 2.06140 -0.36891 1.99715 0.36 0.37 0.59
```
Forces are in eV/Å.

Total charge = +1
Energy relative to the best compared isomer or geometry (same formula, charge and spin) = 2.0173 eV
E_tot = -22890.437 eV
Highest occupied orbital energy = -14.01 eV

***

ORCA calculation (ωB97M-V/def2-TZVPD) on a structure of composition H23O12 at a distorted geometry.

```
35
Properties=species:S:1:pos:R:3:forces:R:3
O -0.77598 -2.96544 -2.12056 0.38 -0.42 0.17
H 0.20286 0.11305 2.47536 -0.02 -0.06 -0.11
H -2.50493 -3.86178 -0.11823 -0.19 0.18 -0.25
O 3.15506 -0.21625 2.64732 -0.05 0.74 -0.90
H 2.59959 -0.64185 1.98232 -0.01 -0.12 0.07
H 3.15405 -0.77864 3.40618 -0.15 -0.58 0.68
O -2.90896 -1.19578 -2.12426 -0.34 0.22 0.41
H -2.60935 -0.39270 -1.67223 0.33 0.82 -0.32
O -2.12009 -3.22797 0.49613 0.00 -0.45 0.10
H 1.29249 3.79155 -2.22494 0.19 0.30 0.13
H -1.30891 -3.69287 0.73312 0.20 0.36 0.20
O -0.63279 -0.04519 2.92640 0.01 0.06 0.32
H 1.50822 -2.66973 -1.48672 -0.38 0.15 -0.08
H -0.47840 1.18239 -1.29526 -0.58 0.68 0.18
O 0.67887 1.01051 -1.39608 0.59 0.08 -0.62
H 0.66879 -0.19458 -0.38824 -0.35 -0.16 0.18
H -3.45792 -1.57060 -1.42913 -0.07 -0.38 -0.12
O 0.66284 3.89589 -2.94099 0.39 0.86 0.24
H 0.46736 2.98768 -3.11386 -0.61 -1.21 -0.32
H 1.11677 1.79729 -1.06648 -0.03 0.00 0.17
O -0.68329 2.89984 1.43054 0.74 -1.10 1.25
H -0.14399 3.43623 0.86170 -0.60 0.66 -0.48
H -1.61089 3.11019 1.51774 0.06 0.55 -0.59
O 2.01943 -3.46138 -1.67081 0.55 -0.36 0.10
H 2.76800 -3.17482 -2.19974 -0.04 0.12 0.03
H -1.13969 -2.32766 -2.73056 -0.36 0.26 -0.24
O 0.21250 -0.87842 0.19849 0.45 -0.25 -0.01
H -0.91962 -2.52677 -1.27295 0.00 -0.03 0.05
H 2.13738 1.85600 3.07016 1.47 -0.57 0.35
O 2.12278 2.61418 3.67586 -1.26 -0.52 -1.16
H -0.70262 -0.64020 0.01401 -0.17 0.05 0.10
H -1.22061 -0.18716 2.17999 -0.07 -0.03 -0.07
O -1.70182 1.44297 -1.12542 0.23 -0.98 -0.38
H 1.21057 2.78292 3.38194 -0.23 1.05 0.80
H -1.72018 2.33717 -0.79101 -0.07 0.09 0.11
```
Forces are in eV/Å.

Total charge = -1
Energy relative to the best compared isomer or geometry (same formula, charge and spin) = 3.0488 eV
E_tot = -24944.960 eV
Highest occupied orbital energy = -5.80 eV